No. 1
14
Properties=species:S:1:pos:R:3:forces:R:3:nbo_charge:R:1 method="wB97M-V/def2-TZVPD" smiles="[H]/N=C/NC(=O)NC"
H -1.480 1.785 -0.048 -0.800 0.177 0.100 0.356
N -1.365 0.862 0.355 -0.345 -0.115 -0.377 -0.671
C -1.725 -0.063 -0.431 -0.511 0.561 0.544 0.289
N -1.222 -1.407 -0.165 -0.089 0.049 0.118 -0.686
C 0.123 -0.999 -0.509 -0.035 0.581 -0.320 0.788
O 0.338 -0.763 -1.682 0.651 -0.607 0.338 -0.613
N 0.882 -0.556 0.531 0.298 -0.574 -0.067 -0.619
C 1.746 0.593 0.309 0.283 -0.009 -0.049 -0.418
H -2.270 0.038 -1.368 0.178 0.067 -0.006 0.184
H -1.328 -1.598 0.831 0.153 0.083 -0.084 0.366
H 0.425 -0.555 1.428 -0.025 -0.041 -0.192 0.397
H 1.568 0.990 -0.693 0.072 -0.122 0.135 0.226
H 2.788 0.299 0.401 0.163 0.166 -0.053 0.199
H 1.520 1.374 1.043 0.006 -0.216 -0.087 0.203

No. 2
101
Properties=species:S:1:pos:R:3:forces:R:3:mulliken_charge:R:1 method="wB97M-V/def2-TZVPD" smiles="C#CN1c2cc(P(C)C)c(CN)cc2Sc2cc(B(C)O)cc(P(=O)(O)O)c21.CCOP(=O)(OCC)OCC.CCOP(=O)(OCC)OCC"
C 1.644 -0.528 0.304 -1.298 -6.919 -2.163 -0.689
C 1.590 -1.803 -0.058 -0.322 6.257 2.294 0.151
N 1.365 -3.280 -0.267 -1.529 3.097 2.123 0.694
C 1.516 -3.897 1.082 1.766 -2.662 4.183 -0.568
C 2.916 -4.615 1.374 -2.328 0.158 2.063 -0.184
C 3.297 -5.296 2.746 -3.470 2.524 -1.908 0.476
P 5.031 -6.090 2.862 0.334 -0.066 0.635 0.095
C 5.591 -6.738 1.138 0.273 0.282 -1.073 -0.913
C 6.203 -4.591 3.187 -0.138 1.155 -0.822 -0.905
C 2.240 -5.259 3.931 -0.721 1.375 -3.427 0.097
C 2.623 -5.916 5.350 -0.156 1.457 -0.118 -0.598
N 2.361 -7.385 5.457 0.590 0.656 -0.175 -0.563
C 0.822 -4.567 3.652 2.497 -0.371 -1.891 -0.654
C 0.456 -3.885 2.248 3.481 -1.574 -0.310 0.460
S -1.181 -3.065 1.910 1.213 -0.997 -1.443 -0.285
C -1.358 -3.257 0.046 0.664 -0.471 -2.714 0.414
C -2.803 -3.309 -0.628 4.202 -0.368 -2.265 -0.635
C -2.848 -3.473 -2.193 1.986 -0.634 1.156 0.302
B -4.312 -3.484 -2.970 -0.374 -0.214 0.143 0.442
C -4.659 -2.087 -3.792 0.311 0.174 0.245 -0.878
O -5.209 -4.614 -2.889 0.864 2.989 -0.351 -0.570
C -1.567 -3.632 -3.132 1.032 0.870 5.054 -0.546
C -0.157 -3.570 -2.382 -2.914 0.845 0.790 0.187
P 1.466 -3.751 -3.391 3.787 -3.926 1.198 1.009
O 2.235 -5.059 -2.986 -2.506 3.600 -1.098 -0.733
O 2.525 -2.455 -3.014 -1.674 -1.687 -0.939 -0.530
O 1.189 -3.860 -5.079 -0.217 0.587 2.478 -0.567
C -0.027 -3.360 -0.794 -3.905 -0.635 -2.835 -0.415
H 1.345 0.559 0.550 1.002 -2.459 -0.601 0.428
H 3.703 -4.627 0.518 -1.722 0.081 1.638 0.036
H 5.131 -7.764 0.886 0.513 1.693 0.605 0.304
H 6.747 -6.890 1.114 -2.034 0.393 0.406 0.312
H 5.345 -6.013 0.279 0.369 -1.118 1.197 0.269
H 7.303 -4.938 3.364 -2.145 0.550 -0.229 0.312
H 5.799 -3.958 4.077 0.793 -1.361 -1.405 0.295
H 6.172 -3.867 2.269 0.233 -1.248 1.580 0.248
H 2.034 -5.322 6.168 0.888 -1.117 -1.460 0.273
H 3.742 -5.687 5.556 -1.863 -0.399 -0.494 0.261
H 1.949 -7.786 4.601 0.640 0.382 0.688 0.280
H 3.238 -7.865 5.731 -1.010 0.317 -0.661 0.276
H 0.066 -4.589 4.538 1.380 0.194 -1.974 0.244
H -3.740 -3.218 0.049 1.835 -0.230 -1.496 0.269
H -3.687 -1.448 -3.891 -1.769 -1.176 0.025 0.244
H -5.385 -1.444 -3.157 0.959 -1.017 -1.090 0.251
H -5.114 -2.278 -4.831 0.572 0.416 1.566 0.269
H -6.082 -4.311 -3.243 1.023 -0.578 0.259 0.324
H -1.641 -3.763 -4.284 0.173 0.301 2.382 0.316
H 3.410 -2.816 -2.725 -1.517 -0.013 -0.552 0.335
H 1.212 -4.810 -5.356 0.194 0.948 0.796 0.350
C -3.971 2.546 -1.033 0.185 -0.021 -0.079 -0.985
C -5.347 1.994 -0.712 0.263 -0.001 0.332 -0.308
O -6.373 2.817 -1.248 0.701 -0.628 -0.153 -0.257
P -6.626 2.778 -2.883 -5.865 4.049 6.392 1.088
O -7.399 1.449 -2.838 3.402 -0.561 -3.127 -0.683
O -8.009 3.701 -2.969 0.807 -0.051 -1.153 -0.373
C -9.162 3.203 -3.641 -0.463 -0.217 0.166 -0.354
C -10.148 2.631 -2.636 -0.138 0.033 0.182 -1.124
O -5.730 4.240 -2.963 1.466 -2.814 -2.209 -0.418
C -6.212 5.510 -2.525 -0.447 0.995 -0.051 -0.201
C -6.551 5.611 -1.050 -0.332 -0.461 0.184 -0.867
H -3.774 2.510 -2.109 0.051 -0.007 0.053 0.290
H -3.193 1.968 -0.525 -0.086 0.016 -0.054 0.408
H -3.888 3.592 -0.727 -0.023 -0.115 0.006 0.199
H -5.452 0.971 -1.085 -0.045 -0.037 0.042 0.244
H -5.486 1.969 0.372 -0.148 0.037 -0.108 0.296
H -8.888 2.469 -4.403 -0.013 -0.010 0.203 0.344
H -9.625 4.043 -4.168 0.151 0.083 0.086 0.333
H -9.668 1.957 -1.922 0.073 -0.014 -0.275 0.292
H -10.949 2.087 -3.144 0.036 0.066 0.030 0.362
H -10.596 3.437 -2.048 -0.004 -0.036 -0.101 0.315
H -7.049 5.833 -3.148 0.007 -0.190 0.133 0.253
H -5.401 6.217 -2.729 0.188 -0.370 -0.141 0.357
H -7.446 5.032 -0.799 0.208 0.096 -0.064 0.217
H -6.748 6.650 -0.775 0.100 0.026 -0.225 0.402
H -5.731 5.241 -0.430 -0.042 0.086 -0.070 0.171
C 4.237 1.857 -0.371 -0.073 -0.139 0.016 -0.770
C 5.539 2.596 -0.128 -0.039 -0.195 -0.420 -0.498
O 5.330 3.774 0.637 -0.068 -0.861 0.175 -0.240
P 5.007 3.603 2.252 2.263 8.145 -4.092 1.084
O 6.468 3.338 2.650 -2.604 -3.467 1.570 -0.712
O 5.058 5.200 2.719 -0.763 -0.822 0.715 -0.398
C 5.888 5.604 3.805 0.477 0.227 0.030 -0.387
C 7.191 6.184 3.281 0.109 0.161 -0.122 -1.093
O 3.348 3.842 1.877 0.752 -3.318 1.717 -0.362
C 2.773 5.096 1.512 -0.502 0.927 0.097 -0.173
C 3.316 5.722 0.241 0.592 -0.004 -0.015 -0.909
H 3.827 1.468 0.567 0.030 -0.054 -0.074 0.164
H 4.390 1.013 -1.050 -0.021 0.056 0.099 0.457
H 3.484 2.522 -0.799 0.098 -0.047 -0.007 0.176
H 6.267 1.949 0.369 0.057 0.031 -0.020 0.313
H 5.967 2.905 -1.085 0.022 0.121 0.154 0.299
H 6.062 4.775 4.496 0.077 0.050 -0.187 0.350
H 5.348 6.371 4.367 -0.126 -0.036 -0.145 0.340
H 7.652 5.548 2.521 -0.115 -0.123 0.235 0.287
H 7.907 6.329 4.094 -0.060 0.020 -0.048 0.360
H 7.007 7.151 2.805 -0.002 -0.038 0.098 0.297
H 2.822 5.795 2.351 0.182 -0.099 -0.107 0.244
H 1.708 4.895 1.356 0.129 -0.395 0.098 0.353
H 4.344 6.077 0.370 -0.209 -0.115 -0.015 0.227
H 2.708 6.584 -0.048 -0.139 -0.104 0.169 0.415
H 3.312 5.007 -0.585 -0.059 0.064 0.072 0.181

No. 3
60
Properties=species:S:1:pos:R:3:forces:R:3:nbo_charge:R:1 method="wB97M-V/def2-TZVPD" charge=+1
O 1.140 -0.183 2.380 0.940 -0.519 -0.634 -0.636
O 0.724 0.104 1.012 -0.253 0.572 -0.748 -0.204
C 0.539 -1.114 0.247 0.814 -0.663 1.690 -0.365
P 2.109 -2.242 0.122 2.713 3.087 1.003 0.140
H 1.989 0.305 2.464 0.465 -0.690 -1.027 0.479
H 0.236 -0.789 -0.712 -0.273 0.748 -1.010 0.255
H -0.226 -1.684 0.733 -0.800 -0.371 0.187 0.186
H 2.251 -1.941 -1.318 -0.465 -0.234 0.089 0.046
H 1.248 -3.449 -0.319 -1.347 -3.586 -2.576 0.391
H 1.940 -2.583 1.557 -0.446 -0.156 -0.169 -0.071
H 3.035 -1.137 0.418 -0.426 -0.523 -0.232 0.172
H 3.243 -3.110 0.070 -0.088 -0.290 -0.078 0.025
Ca 0.430 0.860 4.031 -1.887 2.019 1.378 1.679
C -2.935 2.909 3.434 0.150 -0.299 -0.273 0.528
O -1.730 3.206 3.354 0.768 -1.275 0.610 -0.746
N -3.837 3.621 4.067 -0.407 0.213 0.333 -0.380
C -5.234 3.188 4.077 0.663 -0.007 -0.297 -0.432
C -3.406 4.852 4.751 0.184 -0.149 -0.130 -0.437
H -3.351 2.008 2.960 0.088 0.006 -0.079 0.123
H -5.861 3.958 3.615 -0.008 -0.115 0.020 0.228
H -5.583 3.007 5.113 0.560 -0.430 -0.751 0.174
H -5.333 2.265 3.509 -0.041 -0.018 -0.049 0.230
H -2.961 5.533 4.033 -0.015 0.041 -0.042 0.260
H -2.661 4.609 5.507 -0.040 -0.028 0.052 0.211
H -4.247 5.339 5.224 -0.157 -0.010 0.027 0.213
C 4.091 -6.724 0.471 0.175 -0.087 0.168 -0.485
N 4.092 -5.456 -0.301 0.148 -0.478 0.439 0.550
O 4.796 -4.548 0.086 0.294 0.227 0.106 -0.382
O 3.359 -5.399 -1.255 0.269 -0.116 -0.349 -0.395
H 4.779 -6.622 1.298 0.101 0.063 0.055 0.234
H 3.078 -6.891 0.821 -0.111 -0.063 -0.115 0.239
H 4.404 -7.513 -0.203 -0.097 -0.066 -0.091 0.255
O 3.478 -5.943 -4.178 -0.098 0.259 0.458 -0.939
H 2.541 -5.741 -4.265 -0.154 -0.221 -0.549 0.469
H 3.586 -5.621 -3.273 0.556 -0.147 -0.153 0.462
C -2.202 6.875 0.659 -0.062 0.356 -0.197 -0.296
Cl -3.111 8.129 1.492 -0.013 -0.074 0.088 0.026
Cl -0.619 7.457 0.184 0.223 -0.091 0.119 0.029
Cl -2.061 5.433 1.690 0.190 -0.033 -0.191 -0.059
H -2.745 6.598 -0.238 -0.115 -0.029 -0.079 0.283
N -3.987 8.193 -1.612 -0.052 0.180 0.005 0.704
O -4.236 6.966 -1.619 0.044 -0.292 0.085 -0.511
O -4.881 9.001 -1.390 -0.315 0.147 -0.021 -0.425
O -2.825 8.578 -1.800 0.229 -0.098 -0.035 -0.467
O 3.705 3.573 4.407 -0.397 -0.370 -0.205 -0.957
H 4.245 3.137 3.742 0.296 0.040 0.013 0.470
H 3.626 4.474 4.076 -0.051 0.157 0.110 0.492
N 0.839 -5.113 -2.271 -2.571 -3.686 -0.396 0.729
O 0.354 -6.073 -1.728 -0.100 -0.098 0.777 -0.374
O 0.921 -5.020 -3.478 0.535 1.248 0.205 -0.371
O 1.298 -4.158 -1.565 1.532 4.931 1.249 -0.450
Cl 1.303 -1.606 -6.671 -0.023 0.028 0.050 -0.070
C 1.524 -3.361 -6.434 0.162 0.018 0.017 -0.390
C 0.760 -4.172 -7.442 -0.017 -0.098 -0.038 -0.387
Cl -1.003 -4.053 -7.203 -0.019 0.018 -0.002 -0.062
H 1.226 -3.602 -5.422 -0.109 0.035 0.078 0.226
H 2.588 -3.562 -6.533 0.064 -0.017 -0.067 0.230
H 1.024 -5.221 -7.341 0.014 -0.061 0.060 0.226
H 0.982 -3.857 -8.456 -0.040 0.085 -0.077 0.226
Mg -6.598 4.520 5.964 -1.183 1.009 1.194 0.101

In hartree, the energy values for the records above are, in order, -357.98298; -3974.04724; -5036.95765.